86
Properties=species:S:1:pos:R:3 method="wB97M-V/def2-TZVPD" total_charge=+2 gap_ha="0.2472 / 0.1855" spin_multiplicity=5 e_above_lowest_kj_mol=0.0
Rh -1.4438 -1.0798 -0.8155
S -0.2407 0.5560 0.0609
C -0.1761 0.2164 1.7874
N 0.7645 0.8372 2.5194
C 0.9045 0.4488 3.9261
C -0.4627 0.1577 4.4954
N -1.1298 -0.8582 3.6795
C -1.7015 -2.0211 4.3960
C -0.5953 -2.8560 4.9872
C 0.2107 -3.6259 4.1515
C 1.2535 -4.3698 4.6803
C 1.4960 -4.3502 6.0497
C 0.6931 -3.5912 6.8860
C -0.3517 -2.8442 6.3547
C -1.0413 -0.7482 2.3569
S -2.0113 -1.7848 1.3257
C 1.6073 1.9580 2.0695
C 1.0991 3.2611 2.6380
C 1.9632 4.0787 3.3559
C 1.5150 5.2868 3.8747
C 0.1982 5.6761 3.6836
C -0.6717 4.8589 2.9715
C -0.2231 3.6551 2.4498
H 1.3696 1.2767 4.4581
H 1.5533 -0.4293 3.9903
H -1.0715 1.0654 4.4999
H -0.3743 -0.2154 5.5125
H -2.3014 -2.5926 3.6928
H -2.3656 -1.6374 5.1703
H 0.0096 -3.6576 3.0847
H 1.8683 -4.9793 4.0310
H 2.3038 -4.9384 6.4642
H 0.8711 -3.5869 7.9531
H -0.9919 -2.2684 7.0147
H 1.6535 1.9608 0.9835
H 2.6138 1.7610 2.4391
H 2.9938 3.7771 3.5075
H 2.1944 5.9199 4.4296
H -0.1525 6.6151 4.0903
H -1.6993 5.1634 2.8220
H -0.9130 3.0269 1.8938
C -4.4953 0.8476 -5.3155
C -4.0687 -0.4852 -4.6853
Ge -2.8898 -0.2024 -3.1963
C -3.6432 0.9063 -1.7863
C -3.1660 2.3544 -1.9539
C -1.1209 0.3528 -3.7290
C 0.1304 -0.0452 -3.4410
Ge 0.4314 -1.6600 -2.3767
C 0.0447 -3.2520 -3.4130
C 1.3004 -3.6951 -4.1758
C 1.8946 -1.9897 -1.1265
C 3.2785 -1.4121 -1.4378
C 1.3126 0.6899 -3.9571
C 1.2722 2.0771 -4.1175
C 2.3624 2.7581 -4.6322
C 3.5107 2.0641 -4.9924
C 3.5698 0.6892 -4.8268
C 2.4787 0.0128 -4.3037
H -5.2293 0.6727 -6.1006
H -3.6536 1.3715 -5.7714
H -4.9579 1.5183 -4.5887
H -3.5498 -1.1236 -5.4018
H -4.9297 -1.0424 -4.3117
H -3.4193 0.5360 -0.7806
H -4.7246 0.8034 -1.9008
H -2.1222 2.4676 -1.6561
H -3.7672 3.0235 -1.3383
H -3.2497 2.7078 -2.9839
H -1.2229 1.1898 -4.4257
H -0.7777 -3.0315 -4.0922
H -0.2929 -4.0365 -2.7333
H 1.5809 -2.9828 -4.9517
H 1.1116 -4.6483 -4.6691
H 2.1598 -3.8406 -3.5173
H 1.9287 -3.0815 -1.0732
H 1.5540 -1.6462 -0.1501
H 3.7061 -1.8397 -2.3433
H 3.9600 -1.6461 -0.6188
H 3.2564 -0.3293 -1.5604
H 0.3925 2.6324 -3.8144
H 2.3203 3.8327 -4.7486
H 4.3606 2.5979 -5.3960
H 4.4611 0.1445 -5.1085
H 2.5345 -1.0651 -4.1992
Cl -2.8504 -2.3172 -2.2190

16
Properties=species:S:1:pos:R:3 method="wB97M-V/def2-TZVPD" total_charge=0 gap_ha="0.3769 / 0.2799" spin_multiplicity=2 e_above_lowest_kj_mol=109.2
C 1.8426 1.2138 -0.6214
C 0.5526 1.1600 0.1630
C -0.2020 2.2194 0.4051
H 1.9622 0.2584 -1.1270
H 1.8268 2.0295 -1.3394
H 2.6844 1.3370 0.0627
H 0.2857 0.2033 0.5885
H -1.1564 2.2196 0.9093
H 0.0310 3.1848 -0.0427
N -1.3942 -1.7440 1.0024
C -0.9093 -1.8955 -0.3716
O 0.4140 -1.7986 -0.4945
H -2.3770 -1.9893 1.0678
H -0.9114 -2.4170 1.5914
H -1.2305 -2.8580 -0.8191
H -1.4186 -1.1233 -0.9746

67
Properties=species:S:1:pos:R:3 method="wB97M-V/def2-TZVPD" total_charge=+4 gap_ha=0.1805 e_above_lowest_kj_mol=94.2
Pd 0.5536 -0.3129 -0.3435
O 2.5570 1.7425 -1.1484
N 1.2037 1.8521 -0.8908
C 0.5696 2.7940 -1.4723
C -0.8405 3.0914 -1.2495
C -1.3343 4.2472 -1.8426
C -2.6345 4.6832 -1.5966
C -3.4511 3.9775 -0.7314
C -2.9751 2.8240 -0.1152
C -1.6855 2.3567 -0.3933
P -1.3746 0.7850 0.3460
C -1.7067 0.7692 2.0492
C -2.4863 -0.2293 2.6679
C -2.8185 -0.0920 3.9988
C -2.3582 1.0058 4.7258
C -1.5785 1.9947 4.1231
C -1.2523 1.8841 2.7899
C -1.8726 -0.6145 -0.5850
C -1.6479 -1.9111 -0.0357
C -2.0771 -3.0247 -0.7391
C -2.7197 -2.8640 -1.9584
C -2.9394 -1.5895 -2.5074
C -2.5119 -0.4694 -1.8426
H 2.8082 2.3412 -1.8759
H 1.1061 3.4726 -2.1379
H -0.6928 4.8323 -2.4904
H -2.9949 5.5871 -2.0702
H -4.4577 4.3163 -0.5250
H -3.6271 2.2844 0.5624
H -2.8806 -1.0626 2.1040
H -3.4544 -0.8259 4.4752
H -2.6261 1.1009 5.7707
H -1.2536 2.8520 4.6968
H -0.6832 2.6692 2.3043
H -1.1984 -2.0203 0.9452
H -1.9392 -4.0143 -0.3248
H -3.0788 -3.7346 -2.4935
H -3.4669 -1.4960 -3.4475
H -2.6925 0.5180 -2.2491
N 3.1629 -3.8516 1.7686
C 3.6338 -2.5142 2.2628
P 2.6151 -1.0959 1.6471
O 2.9143 -0.7688 0.2050
O 1.1616 -1.3264 1.9389
C 3.4379 0.2675 2.6100
N 3.7671 1.3902 1.6618
H 3.2621 -3.9369 0.7534
H 2.1818 -4.0133 2.0157
H 3.7143 -4.6091 2.1883
H 4.6719 -2.3966 1.9521
H 3.5941 -2.5477 3.3527
H 4.3869 -0.0926 3.0080
H 2.8478 0.6387 3.4451
H 3.0709 2.1352 1.6839
H 3.7839 1.0138 0.6949
H 4.6700 1.8206 1.8794
Br 1.4563 -3.0794 -6.1938
C 1.1017 -2.2687 -4.5482
C 0.7501 -0.9199 -4.5031
C 0.4640 -0.3056 -3.2877
C 0.5978 -1.0975 -2.1723
C 0.8816 -2.4391 -2.1435
C 1.1712 -3.0190 -3.3801
H 0.6945 -0.3425 -5.4170
H 0.1803 0.7359 -3.2551
H 0.9032 -3.0293 -1.2374
H 1.4352 -4.0678 -3.4229